[1]
{
  "formula": "C16H25O2",
  "method": "ωB97M-V/def2-TZVPD",
  "elements": ["C", "C", "O", "C", "C", "C", "C", "C", "C", "C", "O", "C", "C", "C", "C", "C", "C", "C", "H", "H", "H", "H", "H", "H", "H", "H", "H", "H", "H", "H", "H", "H", "H", "H", "H", "H", "H", "H", "H", "H", "H", "H", "H"],
  "coordinates": [[-4.534928, -0.079530, -3.583502], [-3.948241, -0.988963, -2.563260], [-4.061720, -2.220774, -2.647413], [-3.189726, -0.375762, -1.364309], [-1.658587, -0.431151, -1.479533], [-1.230570, -1.885970, -1.798829], [-1.187357, 0.486739, -2.636610], [-1.016815, 0.114734, -0.130821], [0.310745, -0.648842, 0.269446], [1.298171, 0.337576, 1.019503], [2.330081, 0.786619, 0.730896], [0.711848, 0.485227, 2.450697], [0.459665, -0.985468, 2.773140], [-0.591465, -1.187519, 3.892931], [-1.901759, -1.620585, 3.182252], [-1.500844, -1.937327, 1.804960], [-0.128217, -1.586144, 1.460296], [1.749458, -1.743736, 3.029745], [-4.448309, 0.972414, -3.335741], [-4.062104, -0.269725, -4.542981], [-5.581604, -0.344890, -3.689083], [-3.505571, 0.665095, -1.206349], [-3.482269, -0.955917, -0.477571], [-0.150453, -1.976201, -2.031551], [-1.476360, -2.552737, -0.948609], [-1.780348, -2.259135, -2.674720], [-0.083790, 0.507647, -2.711481], [-1.595353, 0.123418, -3.594407], [-1.543142, 1.521815, -2.479329], [-0.749077, 1.163267, -0.246900], [-1.822284, 0.015685, 0.619515], [0.806497, -1.117925, -0.683308], [1.425084, 0.943123, 3.174721], [-0.233142, 1.067926, 2.463073], [-0.244187, -1.970840, 4.577751], [-0.696304, -0.278672, 4.487185], [-2.363766, -2.458900, 3.677569], [-2.594497, -0.770377, 3.239842], [-2.190195, -2.408829, 1.069896], [0.493308, -2.216930, 0.746885], [2.283311, -1.319724, 3.878188], [1.547448, -2.797774, 3.247186], [2.433996, -1.725560, 2.172266]],
  "forces_ev_per_a": [[-0.23, 0.06, -0.27], [0.49, -2.02, 0.99], [-0.01, 2.34, 0.01], [-0.49, -0.19, 0.02], [1.11, 0.25, -0.39], [0.02, -0.13, 0.09], [-0.15, -0.09, 0.03], [0.27, -0.31, -1.29], [-1.14, 2.99, -0.82], [-3.98, -1.10, 1.99], [3.00, 1.00, -1.91], [0.29, 0.04, 0.08], [0.14, -0.73, -0.31], [0.39, -0.52, -0.28], [0.63, 0.90, 0.49], [-0.56, -0.81, -1.97], [1.35, -0.57, -1.32], [0.56, 0.01, 0.43], [0.07, 0.08, 0.05], [0.08, -0.01, -0.15], [-0.22, 0.02, -0.10], [0.05, -0.18, -0.05], [-0.01, 0.06, -0.21], [-0.65, 0.10, 0.13], [0.20, 0.22, -0.50], [0.25, 0.11, 0.36], [-0.48, -0.05, 0.05], [0.23, 0.15, 0.19], [0.17, -0.40, -0.08], [-0.41, 0.28, -0.19], [0.83, 0.13, 0.06], [-0.82, 0.84, 2.12], [-0.40, -0.17, -0.74], [0.43, -0.33, -0.14], [-0.10, 0.09, -0.13], [-0.12, -0.03, -0.05], [-0.36, -0.30, 0.25], [-0.29, -0.16, -0.16], [0.51, 0.37, 0.76], [-0.58, -2.25, 2.71], [0.17, 0.01, 0.18], [-0.09, 0.16, -0.04], [-0.15, 0.13, 0.10]],
  "mulliken_charge": [-1.3750, 0.4539, -0.5848, -0.5988, 1.7838, -1.9236, -1.8762, -1.7949, 0.6101, -0.4033, -0.5402, -0.9785, 1.8166, -1.4492, -0.5090, -1.0283, 0.0996, -1.7924, 0.3160, 0.3034, 0.4134, 0.4946, 0.3662, 0.5252, 0.2185, 0.5285, 0.3889, 0.3916, 0.4206, 0.5895, 0.4380, 0.7185, 0.4700, 0.3556, 0.4119, 0.3181, 0.3492, 0.2504, 0.4698, 0.1214, 0.4234, 0.4886, 0.3191],
  "relative_energy_kcal_mol": 51.0,
  "s2": 0.7556,
  "orbital_gap_ev": [7.9, 9.5],
  "homo_energy_ev": [-7.2, -9.1],
  "spin_multiplicity": 2
}

***

[2]
{
  "formula": "C16H26BI2N2O5",
  "method": "ωB97M-V/def2-TZVPD",
  "elements": ["C", "C", "I", "C", "I", "C", "C", "B", "O", "O", "C", "O", "C", "C", "C", "C", "N", "C", "C", "N", "C", "O", "H", "H", "H", "H", "H", "H", "H", "H", "H", "H", "H", "H", "H", "H", "H", "H", "H", "H", "H", "C", "C", "C", "O", "H", "H", "H", "H", "H", "H", "H"],
  "coordinates": [[4.553910, -3.838453, 1.592466], [4.031594, -2.447363, 1.948738], [4.645342, -2.137813, 3.990650], [2.477518, -2.492030, 1.742444], [1.468718, -2.687893, 3.658696], [1.909801, -1.279190, 1.103582], [1.358317, -1.221486, -0.112716], [1.253286, -2.470411, -1.074293], [0.613973, -3.583670, -0.619576], [1.774421, -2.437562, -2.333038], [0.810518, 0.101499, -0.550930], [0.955650, 0.499094, -1.696374], [0.125245, 0.877859, 0.521387], [-1.130569, 1.621414, 0.198689], [-2.382727, 0.898921, 0.689412], [-2.434952, -0.580961, 0.317287], [-2.969092, -1.357504, 1.462234], [0.717995, 0.839383, 1.725897], [0.250401, 1.569239, 2.960853], [0.921350, 2.851357, 3.197202], [1.936844, 0.011765, 1.880224], [2.895715, 0.358864, 2.548677], [4.259304, -4.121582, 0.585708], [5.621706, -3.916027, 1.749248], [4.086614, -4.540605, 2.279237], [4.496050, -1.704862, 1.316453], [2.219144, -3.413511, 1.246590], [0.691961, -4.267941, -1.291650], [2.233167, -1.599126, -2.432076], [-1.214987, 1.702189, -0.880607], [-1.133661, 2.619178, 0.617729], [-3.239536, 1.385308, 0.235474], [-2.536610, 0.979856, 1.761639], [-1.457834, -0.986499, 0.037980], [-3.115328, -0.758160, -0.506320], [-2.838798, -2.346146, 1.292046], [-2.390352, -1.136113, 2.264934], [0.479905, 0.932731, 3.809260], [-0.816388, 1.707737, 2.885300], [0.950436, 3.378904, 2.335764], [1.866567, 2.650209, 3.487317], [-1.636160, 2.760330, -3.882153], [-3.089243, 2.673742, -3.360898], [-4.044518, 2.800472, -4.569787], [-3.312110, 3.671649, -2.474908], [-1.432584, 3.718124, -4.366419], [-0.928253, 2.640452, -3.058193], [-1.423384, 1.964696, -4.618743], [-3.215252, 1.614458, -2.988957], [-3.913002, 3.767262, -5.061233], [-5.083280, 2.717104, -4.242743], [-3.866832, 2.011116, -5.321501]],
  "forces_ev_per_a": [[-0.22, 0.07, 0.47], [-0.46, -1.18, 0.19], [1.29, 0.54, -0.30], [0.76, 0.72, 1.09], [-1.32, -0.42, -0.47], [-0.13, 0.20, -0.10], [0.05, -0.61, 0.09], [-0.08, 0.50, 0.01], [0.20, -0.11, -0.10], [0.12, -0.17, 0.35], [0.24, 0.28, -0.72], [-0.20, -0.43, 0.78], [0.10, 0.15, 0.50], [-0.20, -0.17, -0.24], [-0.31, -0.34, -0.40], [-0.34, -0.63, 0.66], [0.21, 0.30, -0.11], [-0.18, -0.14, -0.06], [0.58, 0.18, -0.34], [-0.32, -0.22, 0.15], [0.46, 0.36, -0.08], [-0.44, -0.35, -0.10], [0.16, 0.05, -0.28], [0.23, -0.01, -0.24], [-0.05, -0.25, 0.02], [-0.04, 0.46, 0.16], [-0.17, -0.02, -0.33], [-0.20, -0.26, -0.05], [-0.06, 0.27, -0.47], [0.05, 0.33, -0.19], [0.14, 0.31, -0.06], [-0.10, 0.28, -0.05], [0.24, 0.07, 0.27], [0.19, 0.19, -0.19], [0.02, 0.11, -0.35], [-0.07, -0.13, -0.03], [-0.02, -0.10, 0.15], [-0.22, -0.09, 0.26], [-0.34, 0.13, 0.14], [0.10, 0.13, -0.04], [0.24, 0.14, -0.13], [0.18, -0.78, -0.37], [0.20, 1.44, -0.19], [0.01, -0.61, -0.33], [-0.12, -0.66, 0.39], [-0.21, 0.13, 0.10], [-0.04, 0.06, 0.05], [0.07, 0.04, 0.05], [-0.04, 0.04, 0.20], [0.05, 0.09, 0.13], [0.01, 0.07, 0.10], [-0.04, 0.06, 0.03]],
  "mulliken_charge": [-1.4488, -0.1823, 0.0506, -1.5650, 0.1259, 0.5313, 0.0452, 0.4347, -0.5476, -0.6133, 0.4800, -0.6379, 0.6226, -0.6313, -1.1052, 0.5642, -0.8007, 1.2955, -1.2999, -0.6766, 0.1373, -0.5912, 0.3437, 0.4248, 0.4335, 0.5272, 0.6756, 0.2925, 0.3454, -0.4825, 0.4565, 0.4580, 0.4268, -0.4171, 0.4027, 0.2571, 0.2473, 0.3658, 0.3839, 0.2939, 0.3471, -1.2585, 1.0296, -1.5119, -0.9558, 0.3747, 0.2550, 0.2159, -0.1576, 0.3389, 0.3701, 0.3299],
  "relative_energy_kcal_mol": 0.0,
  "orbital_gap_ev": 3.4,
  "charge": -1,
  "homo_energy_ev": -2.5
}

***

[3]
{
  "formula": "C16H26Cl3FHfNO11P2",
  "method": "ωB97M-V/def2-TZVPD",
  "elements": ["Hf", "C", "O", "C", "C", "O", "C", "C", "O", "C", "H", "H", "H", "H", "H", "H", "H", "H", "H", "H", "H", "H", "H", "H", "N", "C", "C", "P", "O", "O", "O", "P", "O", "O", "O", "H", "H", "H", "H", "H", "H", "H", "H", "Cl", "C", "Cl", "Cl", "C", "O", "O", "F", "C", "C", "C", "C", "C", "C", "H", "H", "H", "H"],
  "coordinates": [[0.225982, -0.257728, 0.141479], [1.342805, 1.117166, -2.832004], [1.766173, 0.640700, -1.553931], [3.093211, 0.989621, -1.192842], [3.560184, -0.091481, -0.268559], [2.585377, -0.295356, 0.770439], [2.871001, 0.335997, 2.024834], [2.481255, 1.789576, 1.953694], [1.309369, 1.865307, 1.149790], [0.719269, 3.168132, 1.210589], [1.266533, 2.205706, -2.823457], [2.052263, 0.786070, -3.589960], [0.370969, 0.684187, -3.044567], [3.729578, 1.001047, -2.081597], [3.105605, 1.984828, -0.742006], [3.634359, -1.038057, -0.799119], [4.525472, 0.154628, 0.175796], [2.294730, -0.205980, 2.767661], [3.928396, 0.217612, 2.262835], [2.275804, 2.166518, 2.959790], [3.258815, 2.416607, 1.506629], [0.298433, 3.332674, 2.204554], [1.486161, 3.918411, 1.008373], [-0.054564, 3.224753, 0.455715], [-4.673196, 1.151531, -0.654570], [-3.304641, 0.980960, 0.012738], [-3.246190, 1.976981, 1.169532], [-3.071314, -0.785104, 0.550452], [-4.072201, -1.434292, -0.524428], [-3.426723, -1.050192, 1.941809], [-1.629388, -1.113997, 0.066152], [-2.143961, 1.444272, -1.348077], [-2.248037, 0.211600, -2.371815], [-2.678301, 2.649960, -2.015997], [-0.720726, 1.387628, -0.760079], [-5.382061, 1.363560, 0.049829], [-4.950703, 0.295609, -1.143441], [-4.604399, 1.936385, -1.318180], [-4.050876, 1.760842, 1.876459], [-3.345905, 2.999243, 0.798482], [-2.314292, 1.875306, 1.715882], [-4.068143, -2.398188, -0.561544], [-2.574904, 0.530727, -3.223164], [-1.907677, 0.012547, 4.776780], [-0.687137, -1.055060, 4.112866], [-1.208341, -2.724640, 4.136717], [0.839456, -0.865230, 5.040639], [-0.345002, -0.648574, 2.661439], [0.431997, -1.384648, 1.967891], [-0.758647, 0.414600, 2.162361], [1.945740, -5.417004, -3.159655], [1.582958, -4.322831, -2.465285], [0.660840, -3.457095, -3.019403], [0.297718, -2.333118, -2.291238], [0.844845, -2.031831, -1.035547], [1.751282, -2.967755, -0.521887], [2.132893, -4.108458, -1.219646], [0.236752, -3.675566, -3.990992], [-0.451971, -1.679877, -2.733315], [2.181409, -2.822799, 0.464199], [2.831640, -4.826421, -0.810103]],
  "forces_ev_per_a": [[1.54, 0.58, -0.05], [0.09, 0.08, -0.01], [-0.43, -0.06, 0.18], [0.03, 0.12, -0.33], [0.07, -0.11, 0.31], [-0.09, -0.17, -0.09], [0.15, -0.19, -0.10], [-0.13, 0.18, 0.07], [-0.10, -0.08, -0.15], [0.05, -0.03, 0.12], [0.00, 0.01, -0.03], [0.02, 0.02, -0.03], [0.00, -0.03, 0.03], [-0.02, 0.01, -0.01], [0.00, 0.00, 0.02], [-0.02, -0.02, -0.03], [0.01, -0.02, 0.01], [-0.04, 0.02, 0.00], [0.01, 0.00, 0.01], [0.01, 0.03, 0.01], [0.04, -0.01, -0.01], [-0.01, 0.02, -0.01], [-0.01, 0.04, 0.00], [-0.02, -0.04, -0.02], [0.03, 0.02, 0.25], [-0.28, 0.03, -0.21], [-0.10, -0.03, -0.08], [0.74, -0.12, -0.36], [-0.03, -0.02, -0.13], [-0.01, 0.09, 0.03], [-0.97, 0.25, 0.20], [0.35, 0.02, -0.26], [0.01, -0.13, -0.06], [0.07, 0.08, 0.45], [-1.01, 0.01, -0.22], [-0.01, -0.03, -0.03], [0.09, -0.06, -0.02], [0.04, 0.09, 0.00], [0.04, -0.02, 0.02], [0.02, 0.00, 0.00], [0.03, 0.00, -0.02], [-0.01, -0.07, 0.03], [0.01, -0.02, -0.07], [0.00, -0.04, 0.04], [0.15, 0.15, -0.19], [-0.02, -0.04, 0.01], [-0.16, -0.02, -0.15], [0.36, -0.07, -0.08], [-0.28, -0.15, 0.73], [-0.17, 0.06, 0.27], [-0.01, 0.02, 0.01], [0.01, -0.06, -0.06], [0.01, 0.00, 0.00], [-0.03, 0.14, -0.08], [-0.09, -0.45, -0.07], [0.10, -0.05, 0.04], [-0.02, 0.05, 0.02], [0.01, 0.00, 0.02], [0.01, -0.01, 0.05], [-0.02, 0.01, 0.01], [-0.01, 0.02, 0.00]],
  "mulliken_charge": [2.3418, -0.9223, 0.0554, -0.5209, -0.8998, -0.1100, -0.4783, -0.8752, 0.3327, -1.0082, 0.3153, 0.3901, 0.1636, 0.7059, 0.1006, 0.2860, 0.5727, -0.1896, 0.6566, 0.5357, 0.4219, 0.2473, 0.3722, 0.1734, -0.0685, 0.4297, -1.6367, 0.7189, -0.6070, -0.7567, -0.2764, 0.6622, -0.4853, -0.8714, -1.0130, 0.3694, 0.3487, 0.3816, 0.5174, 0.4867, 0.0928, 0.3815, 0.3083, -0.1200, 0.9035, -0.0919, -0.1437, -0.8759, -0.3528, -0.1306, -0.3353, 0.3099, -0.7503, -0.0640, 0.5898, -0.3603, -0.7452, 0.4865, 0.2218, 0.3302, 0.4790],
  "relative_energy_kcal_mol": 14.6,
  "orbital_gap_ev": 8.6,
  "charge": 1,
  "homo_energy_ev": -11.0
}